ORCA calculation (the ωB97M-V functional and the def2-TZVPD basis) on a cluster of 4 separate species, C4H17NO3 in total in a non-equilibrium geometry.

Summary:
* expectation value of S²: 0.754
* ΔE to the lowest compared entry with this formula, charge and spin: 55.4 kcal per mole
* spin multiplicity: 2
* E_tot: -12045.4512 eV
* lowest unoccupied orbital energy (spin up / spin down): -3.1929 / -8.6902 eV
* total charge: +1
* HOMO-LUMO gap (spin up / spin down): 11.73 / 6.23 eV

Element x y z (Å)
C 0.11 -1.20 0.95
N 1.06 -0.64 -0.04
C 0.65 0.82 -0.21
C 1.45 1.73 -1.19
C 0.11 -0.43 2.28
H -0.96 -1.20 0.66
H 0.37 -2.24 1.06
H 2.02 -0.78 0.19
H -0.43 0.78 -0.65
H 0.49 1.28 0.73
H 2.17 1.30 -1.76
H 0.67 2.26 -1.83
H 2.00 2.51 -0.63
H -0.10 0.62 2.26
H 1.06 -0.44 2.82
H -0.74 -0.75 3.05
H -2.01 0.90 1.49
H -2.24 2.30 1.89
O -1.87 1.53 2.28
H 0.32 -2.93 -2.37
H 0.78 -1.67 -1.86
O 0.34 -2.03 -2.63
H -0.99 -0.29 -2.12
H -2.23 -0.99 -2.51
O -2.04 -0.42 -1.84

Here are the Löwdin charges for atoms 1 to 4, given in e: number 1, C, carries -0.187; number 2, N, carries 0.183; number 3, C, carries -0.159; number 4, C, carries -0.033

ORCA calculation (the ωB97M-V functional and the def2-TZVPD basis) on the molecule C4H7NO.

Summary:
* SMILES string: CC(=O)[C@H]1CN1
* ΔE to the lowest compared entry with this formula, charge and spin: 39.9 kcal per mole
* E_tot: -7797.9158 eV
* lowest unoccupied orbital energy: 0.9765 eV
* HOMO-LUMO gap: 11.01 eV

Element x y z (Å)
C -1.73 -0.31 0.71
C -0.23 -0.47 0.67
O 0.44 -0.68 1.66
C 0.36 -0.23 -0.67
C 1.20 0.97 -0.70
N 1.78 -0.38 -0.90
H -2.15 -1.12 0.10
H -2.11 0.63 0.29
H -2.07 -0.40 1.74
H -0.26 -0.41 -1.54
H 1.42 1.48 0.24
H 1.15 1.59 -1.58
H 2.19 -0.64 0.00

Here are the Löwdin charges for atoms 1 to 4, given in e: number 1, C, carries -0.009; number 2, C, carries -0.426; number 3, O, carries 0.083; number 4, C, carries -0.303

ORCA calculation (the ωB97M-V functional and the def2-TZVPD basis) on the molecule C2H5FN2O in a non-equilibrium geometry.

Summary:
* SMILES string: CCO/N=N/F
* ΔE to the lowest compared entry with this formula, charge and spin: 107.4 kcal per mole
* E_tot: -9895.1441 eV
* lowest unoccupied orbital energy: 0.7214 eV
* HOMO-LUMO gap: 10.91 eV

Element x y z (Å)
C 0.66 -1.28 0.75
C 0.20 -0.69 -0.56
N -0.73 1.40 -0.28
N -0.69 2.74 -0.42
O 0.35 0.80 -0.53
F -1.91 3.27 -0.15
H -0.21 -1.08 1.54
H 0.66 -2.40 0.65
H 1.71 -0.87 1.09
H -0.85 -0.95 -0.61
H 0.82 -0.94 -1.47

Here are the Löwdin charges for atoms 1 to 4, given in e: number 1, C, carries -0.113; number 2, C, carries -0.209; number 3, N, carries -0.029; number 4, N, carries 0.030